Record 1
This record from the OMol25 dataset describes an isolated ion of composition C9H16NS and charge +1. The level of theory is the ωB97M-V functional and the def2-TZVPD basis.

spin multiplicity: 1
net charge: +1
HOMO: -12.819 eV
frontier orbital gap: 0.2819 hartree
DFT total energy: -805.0654 Ha
energy above the lowest of the compared OMol25 structures with the same formula, charge and spin: 57.88 kcal/mol

Last column: Mulliken charge in e.
Element x y z (Å)
1 C 2.48795 -0.41585 1.20165  0.504
2 C 2.79687 0.35389 2.22342  -0.484
3 C -1.48961 -0.16705 -2.76617  -1.161
4 C -0.39654 -0.26046 -1.99033  0.758
5 C 0.49928 -1.73641 -0.13252  -0.806
6 C -0.51691 -0.57936 -0.51988  -0.147
7 C 1.04436 -0.06838 -2.41229  -1.324
8 C -2.24705 1.14031 1.64468  -1.208
9 C -0.80298 0.57223 1.65757  -0.536
10 N -0.07460 0.51483 0.34508  -0.187
11 S 2.30215 -1.26951 -0.11303  -0.047
12 H 3.42137 -0.07829 3.01018  0.285
13 H 2.53001 1.42945 2.37224  0.309
14 H -1.57755 0.05104 -3.74604  0.451
15 H -2.47938 -0.07399 -2.26302  0.218
16 H 0.43993 -1.97623 0.94060  0.395
17 H 0.43487 -2.66029 -0.66661  0.508
18 H -1.55659 -0.83579 -0.40753  0.465
19 H 1.20444 0.60172 -3.33257  0.369
20 H 1.37497 0.59456 -1.59463  0.418
21 H 1.62970 -0.96015 -2.70735  0.238
22 H -2.66722 1.27313 2.55899  0.480
23 H -2.26877 2.05062 1.11980  0.345
24 H -2.92404 0.43711 1.08501  0.250
25 H -0.77442 -0.47687 2.05528  0.279
26 H -0.16432 1.03661 2.43556  0.310
27 H -0.22590 1.50317 0.00192  0.316

***

Record 2
This record from the OMol25 dataset describes one molecule with the formula C3H5NS. The level of theory is the ωB97M-V functional and the def2-TZVPD basis.

spin multiplicity: 1
structure (SMILES): CSCC#N
HOMO: -9.265 eV
frontier orbital gap: 0.3144 hartree
DFT total energy: -570.0459 Ha
energy above the lowest of the compared OMol25 structures with the same formula, charge and spin: 118.40 kcal/mol

Last column: Mulliken charge in e.
Element x y z (Å)
1 C -1.27278 -0.89609 0.48618  -0.850
2 S -0.66335 0.91464 0.38959  -0.039
3 C 1.11759 0.55358 0.45450  -0.453
4 C 1.38778 -0.38891 -0.65863  0.172
5 N 0.65390 -1.16512 -1.65148  -0.364
6 H -2.42941 -1.17557 1.07760  0.284
7 H -1.16991 -1.40520 -0.51826  0.346
8 H -0.72689 -1.47443 1.32151  0.280
9 H 1.38390 0.47538 1.52266  0.337
10 H 1.58312 1.48998 0.23112  0.286

***

Record 3
This record from the OMol25 dataset describes C31H55BCl2IN2O20P as an isolated structure. The level of theory is the ωB97M-V functional and the def2-TZVPD basis.

spin multiplicity: 1
HOMO: -9.150 eV
frontier orbital gap: 0.3317 hartree
DFT total energy: -4412.9517 Ha

Last column: Mulliken charge in e.
Element x y z (Å)
1 C -0.10011 3.14629 -6.69757  -1.217
2 C 0.49228 1.81439 -6.10526  -0.246
3 B 1.48647 2.08796 -4.86437  0.309
4 O 2.25529 3.26740 -4.93719  -0.843
5 N 1.59899 1.13621 -3.66252  1.355
6 C 3.01224 0.83140 -3.29373  -1.414
7 C 3.99384 0.51990 -4.46538  -1.609
8 C 3.66987 -0.44244 -5.65800  -0.625
9 C 3.81152 0.40192 -7.01473  -1.216
10 I 1.83443 -1.52096 -5.80978  0.114
11 C 3.16927 -0.08415 -1.98545  0.728
12 C 4.74575 0.07349 -1.65006  -1.570
13 C 5.09675 0.16051 -0.13933  -1.096
14 C 5.16863 1.63675 0.41918  0.058
15 C 5.36312 1.49890 1.99362  -0.951
16 C 4.11709 1.97956 2.81898  0.081
17 N 4.54512 3.06664 3.73700  -0.676
18 O 2.62525 0.53116 -0.83608  0.812
19 C 1.86357 -0.21061 0.07398  0.384
20 C 2.95114 -1.60950 -2.22100  -0.545
21 Cl 3.98111 -2.69331 -1.11205  -0.123
22 C 1.55489 -2.29273 -2.15387  0.056
23 C 0.25233 -1.60400 -2.60248  -0.128
24 Cl 1.68809 -3.90944 -3.05012  -0.162
25 P 0.73184 2.06948 -2.50319  0.035
26 O -0.14793 1.24315 -1.57353  -0.505
27 O 1.68513 3.08891 -1.61420  -0.695
28 O -0.34533 3.08206 -3.30648  -0.592
29 H -0.85944 3.51976 -5.98108  0.227
30 H 0.68066 3.91776 -6.82174  0.272
31 H -0.61159 2.91745 -7.65430  0.392
32 H -0.35002 1.18480 -5.72292  0.332
33 H 0.97809 1.19331 -6.89295  0.313
34 H 2.64336 3.48279 -4.08067  0.317
35 H 3.38568 1.81429 -2.89898  0.759
36 H 5.00742 0.20261 -4.13068  0.422
37 H 4.25757 1.51082 -4.91377  0.739
38 H 4.47425 -1.20332 -5.76707  0.754
39 H 4.82779 0.29276 -7.45330  0.319
40 H 3.11905 -0.03829 -7.76849  0.330
41 H 3.50255 1.45704 -6.88850  0.323
42 H 5.35489 -0.66385 -2.22408  0.491
43 H 5.10020 1.04933 -2.07669  0.536
44 H 4.52065 -0.50914 0.52653  0.553
45 H 6.15287 -0.20614 -0.04828  0.343
46 H 5.97246 2.22483 -0.05870  0.451
47 H 4.15691 2.08757 0.29390  -0.130
48 H 6.28992 2.01395 2.31033  0.429
49 H 5.51064 0.42084 2.23624  0.343
50 H 3.76778 1.15127 3.47812  0.281
51 H 3.24787 2.27077 2.18473  -0.125
52 H 3.95347 3.09207 4.56229  0.269
53 H 4.45908 3.95679 3.25646  0.225
54 H 0.86611 -0.56979 -0.25224  -0.595
55 H 2.40448 -1.10460 0.47805  0.428
56 H 1.67811 0.42903 0.97123  -0.261
57 H 3.39567 -1.84161 -3.21577  0.728
58 H 1.39998 -2.62314 -1.10266  0.494
59 H -0.31190 -1.13573 -1.76306  -0.462
60 H -0.43641 -2.40549 -2.96387  0.623
61 H 0.28618 -0.85822 -3.41111  -0.420
62 H 1.33486 3.10299 -0.71917  0.325
63 H -1.08523 2.50957 -3.55255  0.288
64 C -4.17671 -1.63189 0.73405  -0.158
65 C -3.05711 -0.65324 0.93735  -0.266
66 O -1.98755 -1.48697 1.38592  -0.192
67 C -2.23343 -2.74494 0.93837  0.447
68 O -1.45458 -3.64083 0.99732  -0.605
69 O -3.48041 -2.84478 0.41582  -0.231
70 H -4.84475 -1.34089 -0.07870  0.442
71 H -4.76304 -1.78771 1.64944  0.117
72 H -2.75341 -0.16025 0.00876  0.177
73 H -3.29579 0.10689 1.68125  0.386
74 C -0.32698 2.34449 2.01590  1.069
75 C -1.08755 3.60878 2.30651  -0.357
76 O -0.99264 3.71122 3.72773  -0.356
77 C 0.10883 3.01533 4.11448  0.590
78 O 0.56456 3.03825 5.21044  -0.552
79 O 0.61702 2.29119 3.08560  -0.221
80 H 0.17913 2.37006 1.05243  -0.830
81 H -0.95879 1.45377 2.05671  -0.055
82 H -0.62391 4.49083 1.85706  0.297
83 H -2.12710 3.55592 1.98723  0.369
84 C -3.90942 -3.70753 6.09181  -0.381
85 C -2.91414 -4.11865 5.04603  -0.356
86 O -3.45161 -3.53216 3.86224  -0.219
87 C -4.22870 -2.49209 4.23417  0.687
88 O -4.68590 -1.69126 3.47454  -0.655
89 O -4.42066 -2.47495 5.57583  -0.372
90 H -3.45312 -3.55845 7.06916  0.323
91 H -4.73463 -4.41721 6.18919  0.262
92 H -1.91952 -3.70462 5.22565  0.292
93 H -2.83393 -5.19914 4.94339  0.291
94 C -7.11445 -4.08550 -0.42704  -0.232
95 C -6.09307 -4.49513 -1.45078  0.002
96 O -6.60788 -3.92959 -2.65602  -0.354
97 C -7.40950 -2.89212 -2.30770  0.642
98 O -7.86108 -2.10616 -3.07393  -0.526
99 O -7.62538 -2.86736 -0.96656  -0.344
100 H -6.67939 -3.92257 0.55827  0.190
101 H -7.93290 -4.80469 -0.33902  0.296
102 H -5.10749 -4.06678 -1.25254  0.049
103 H -5.99826 -5.57625 -1.53864  0.314
104 C -3.24443 1.89095 7.32701  -0.402
105 C -2.67047 1.03552 6.23422  0.401
106 O -2.00468 -0.00034 6.95089  -0.311
107 C -2.59502 -0.08347 8.17319  0.667
108 O -2.39373 -0.95417 8.95624  -0.546
109 O -3.44447 0.95288 8.38139  -0.344
110 H -4.18343 2.36319 7.04268  0.362
111 H -2.54783 2.66242 7.66392  0.263
112 H -3.44387 0.58612 5.60441  0.107
113 H -1.97146 1.58187 5.60271  -0.207

***

Record 4
This record from the OMol25 dataset describes a 3-piece molecular cluster, C2H9NO2 overall. The level of theory is the ωB97M-V functional and the def2-TZVPD basis.

spin multiplicity: 1
structure (SMILES): C=CN.O.O
HOMO: -8.590 eV
frontier orbital gap: 0.3351 hartree
DFT total energy: -286.7963 Ha
energy above the lowest of the compared OMol25 structures with the same formula, charge and spin: 13.88 kcal/mol

Last column: Mulliken charge in e.
Element x y z (Å)
1 C 0.53105 -0.76495 -1.62291  -0.831
2 C -0.30054 -1.61628 -1.01035  0.154
3 N 0.09024 -2.13099 0.24919  -0.554
4 H 1.53856 -0.52558 -1.30183  0.198
5 H 0.29134 -0.28801 -2.56039  0.240
6 H -1.23996 -1.93670 -1.42778  0.344
7 H 0.93852 -1.71412 0.62458  0.236
8 H -0.62754 -2.21920 0.96499  0.231
9 O -0.77397 2.21886 0.17407  -0.658
10 H -1.00250 1.34510 0.49343  0.310
11 H -1.51111 2.43539 -0.38774  0.301
12 O 0.86598 1.79344 2.26095  -0.656
13 H 0.33289 2.44888 1.78706  0.391
14 H 0.86705 0.95416 1.75673  0.295

***

Look up the HOMO of the second one. -9.265 eV

***

Number 3 is which compound? C31H55BCl2IN2O20P